Computed, not measured: an isolated ion of composition C16H23ClN3 and charge +1 in a non-equilibrium geometry, with ωB97M-V with the def2-TZVPD basis set.

Calculated values
Net charge: +1
SMILES string: CN(C)C(N[C@@]1(c2ccc(Cl)cc2)C=CCC1)=[N+](C)C

Last column: Mulliken charge in e.
Element x y z (Å)
C (0.581, 1.808, 2.866)  -0.9749
N (0.213, 1.358, 1.516)  0.1197
C (0.157, 2.417, 0.509)  -0.7729
C (-0.426, 0.198, 1.307)  0.2061
N (-1.143, -0.018, 0.147)  0.0420
C (-0.723, -0.271, -1.210)  1.9398
C (0.814, -0.263, -1.336)  -0.3819
C (1.563, -1.401, -1.040)  -0.3412
C (2.922, -1.469, -1.377)  -1.0053
C (3.578, -0.325, -1.858)  0.3323
Cl (5.265, -0.348, -2.166)  -0.1838
C (2.850, 0.849, -2.064)  -0.9598
C (1.461, 0.836, -1.893)  -0.2345
C (-1.381, -1.574, -1.652)  -0.8190
C (-2.483, -1.354, -2.397)  -0.4928
C (-2.793, 0.116, -2.514)  -0.8638
C (-1.477, 0.779, -2.074)  -0.8565
N (-0.537, -0.707, 2.301)  -0.0277
C (0.581, -1.100, 3.161)  -1.0789
C (-1.651, -1.656, 2.308)  -1.0113
H (-0.133, 1.443, 3.616)  0.3722
H (1.604, 1.507, 3.129)  0.3248
H (0.550, 2.902, 2.867)  0.3802
H (-0.752, 2.301, -0.092)  0.0554
H (0.119, 3.388, 1.015)  0.5911
H (1.046, 2.387, -0.134)  0.1887
H (-2.121, -0.261, 0.304)  0.3821
H (1.102, -2.263, -0.547)  0.3522
H (3.485, -2.384, -1.243)  0.4277
H (3.357, 1.758, -2.364)  0.4336
H (0.903, 1.733, -2.173)  0.5572
H (-0.956, -2.526, -1.335)  0.3459
H (-3.104, -2.105, -2.882)  0.5049
H (-3.615, 0.426, -1.850)  0.3130
H (-3.066, 0.440, -3.523)  0.4637
H (-1.675, 1.716, -1.548)  -0.0205
H (-0.882, 1.008, -2.962)  0.5590
H (1.455, -0.464, 3.014)  0.3618
H (0.265, -1.042, 4.209)  0.3706
H (0.867, -2.138, 2.943)  0.3671
H (-2.610, -1.129, 2.177)  0.3929
H (-1.536, -2.448, 1.545)  0.2982
H (-1.671, -2.122, 3.301)  0.3426

Computed, not measured: a 2-piece molecular cluster, C11H18 overall in a non-equilibrium geometry, with ωB97M-V with the def2-TZVPD basis set.

Calculated values
Net charge: 0
SMILES string: Cc1ccccc1.CC(C)C

Last column: Mulliken charge in e.
Element x y z (Å)
C (-2.443, 0.384, 1.864)  -1.5338
C (-2.317, -0.794, 0.877)  0.8956
C (-2.374, -2.131, 1.363)  -0.5405
C (-2.150, -3.230, 0.512)  -0.2498
C (-2.277, -3.033, -0.998)  -0.5995
C (-2.288, -1.655, -1.439)  -0.3856
C (-2.430, -0.677, -0.532)  -0.4463
H (-2.427, 0.253, 2.903)  0.4361
H (-3.336, 1.010, 1.740)  0.3490
H (-1.709, 1.169, 1.710)  0.3079
H (-2.493, -2.357, 2.448)  0.2801
H (-1.983, -4.218, 1.056)  0.2804
H (-2.136, -3.821, -1.674)  0.4069
H (-2.089, -1.463, -2.425)  0.4484
H (-2.310, 0.362, -0.770)  0.3525
C (1.867, 1.070, -1.729)  -1.3082
C (2.230, 1.650, -0.294)  0.9447
C (2.182, 0.566, 0.716)  -1.4868
C (3.576, 2.502, -0.316)  -1.1909
H (2.642, 0.419, -2.210)  0.3217
H (1.697, 2.012, -2.480)  0.2790
H (1.005, 0.441, -1.764)  0.3519
H (1.442, 2.458, 0.016)  0.0807
H (1.237, 0.221, 0.973)  0.3334
H (2.565, -0.393, 0.331)  0.3420
H (2.629, 0.835, 1.633)  0.4236
H (3.531, 3.120, -1.369)  0.2630
H (3.653, 3.363, 0.441)  0.3217
H (4.504, 1.939, -0.581)  0.3229

Computed, not measured: C12H29ClHfN3O9 as an isolated structure in a non-equilibrium geometry, with ωB97M-V with the def2-TZVPD basis set.

Calculated values
Net charge: +3

Last column: Mulliken charge in e.
Element x y z (Å)
C (-7.508, -29.440, -8.640)  -1.3203
C (-7.054, -28.253, -7.812)  -0.3192
C (-5.634, -28.357, -7.316)  -0.7910
N (-5.122, -27.140, -6.562)  0.3155
C (-5.929, -26.939, -5.271)  -1.0065
C (-3.689, -27.483, -6.089)  -0.5920
C (-2.994, -26.145, -5.762)  -0.4695
C (-3.546, -25.233, -6.860)  -0.6244
C (-4.785, -25.954, -7.488)  -0.6237
H (-8.439, -29.271, -9.177)  0.3797
H (-7.667, -30.299, -7.988)  0.3050
H (-6.776, -29.713, -9.402)  0.3450
H (-7.640, -28.272, -6.885)  0.2524
H (-7.266, -27.271, -8.238)  0.3727
H (-5.052, -28.450, -8.236)  0.4381
H (-5.404, -29.254, -6.740)  0.4920
H (-6.952, -26.657, -5.510)  0.3600
H (-5.468, -26.209, -4.612)  0.3623
H (-5.931, -27.939, -4.840)  0.3802
H (-3.734, -28.179, -5.252)  0.2278
H (-3.114, -28.001, -6.857)  0.4932
H (-3.430, -25.895, -4.793)  0.1828
H (-1.918, -26.210, -5.620)  0.4635
H (-3.653, -24.231, -6.448)  0.3520
H (-2.873, -25.131, -7.711)  0.3135
H (-5.589, -25.222, -7.545)  0.3500
H (-4.437, -26.237, -8.477)  0.3623
Hf (-7.065, -29.366, -0.277)  1.8154
Cl (-5.063, -30.880, -3.367)  1.6315
O (-4.843, -32.104, -2.645)  -0.6078
O (-5.741, -30.023, -2.401)  -0.1092
O (-3.834, -30.331, -3.891)  -0.5823
O (-5.963, -31.073, -4.477)  -0.5750
C (-4.232, -32.891, 0.778)  -1.0283
C (-4.432, -31.412, 1.039)  -0.0950
O (-5.643, -30.791, 0.758)  -0.3287
H (-4.853, -33.369, 1.540)  0.3480
H (-3.172, -33.077, 0.940)  0.3678
H (-4.614, -33.247, -0.178)  0.2307
H (-3.728, -30.821, 0.427)  0.1909
H (-4.037, -31.260, 2.051)  0.4087
C (-3.513, -26.438, 0.383)  -0.7693
N (-3.684, -27.565, -0.557)  0.5924
O (-3.042, -27.490, -1.559)  -0.3207
O (-4.601, -28.393, -0.341)  -0.3305
H (-2.713, -25.775, 0.072)  0.3492
H (-3.309, -26.904, 1.349)  0.3219
H (-4.495, -25.982, 0.496)  0.3168
C (-8.373, -33.674, -2.053)  -0.7574
N (-7.839, -32.935, -0.868)  0.7473
O (-7.624, -31.711, -0.956)  -0.4484
O (-7.747, -33.470, 0.201)  -0.3722
H (-8.415, -32.983, -2.889)  0.3386
H (-9.298, -34.238, -1.943)  0.3307
H (-7.613, -34.450, -2.170)  0.3339

Computed, not measured: a 3-piece molecular cluster, C5H7NO overall, with ωB97M-V with the def2-TZVPD basis set.

Calculated values
Net charge: 0

Last column: Mulliken charge in e.
Element x y z (Å)
C (0.912, 1.382, -0.888)  -1.2229
C (0.120, 0.281, -0.257)  0.7528
C (0.162, -1.074, -0.598)  -0.4418
C (-0.429, -1.781, 0.451)  -0.2767
N (-0.867, -0.987, 1.453)  -0.5497
C (-0.093, 0.249, 1.234)  0.0864
O (0.242, 1.032, 2.069)  -0.4816
H (1.071, 1.222, -1.957)  0.3702
H (1.894, 1.387, -0.398)  0.2844
H (0.470, 2.367, -0.727)  0.3027
H (-1.519, 0.443, -0.032)  0.0525
H (0.490, -1.485, -1.548)  0.3923
H (-0.660, -2.842, 0.455)  0.4086
H (-1.793, -0.194, 0.741)  0.3228

Computed, not measured: C26H27N7O2S as an isolated structure in a non-equilibrium geometry, with ωB97M-V with the def2-TZVPD basis set.

Calculated values
Net charge: 0

Last column: Mulliken charge in e.
Element x y z (Å)
C (-3.548, -2.837, 1.104)  -1.7989
C (-2.200, -2.212, 0.482)  0.7795
C (-1.546, -1.110, 1.169)  -0.5701
C (-0.492, -0.651, 0.687)  1.3245
C (0.001, -1.211, -0.657)  -0.6859
C (-0.704, -2.138, -1.163)  -0.0216
C (-1.895, -2.750, -0.555)  -0.5530
H (-2.312, -3.386, -1.405)  0.2271
H (-0.279, -2.365, -2.244)  0.1267
N (1.207, -0.483, -1.015)  0.8578
C (1.158, 0.632, -2.009)  0.6026
O (2.144, 1.064, -2.497)  -0.5331
C (-0.085, 0.569, -2.851)  -0.7617
N (-1.129, 1.149, -1.778)  0.9662
N (-1.041, 1.917, -0.975)  -0.2582
N (-2.192, 1.872, -0.046)  -0.5783
C (-2.881, 0.821, -0.706)  0.0687
N (-2.348, 0.390, -1.734)  -0.8203
C (-4.108, 0.715, -0.357)  0.6798
C (-5.116, -0.216, -0.769)  -0.1429
C (-6.310, -0.441, -0.228)  -0.7870
C (-6.382, 0.392, 1.165)  -0.4214
S (-4.836, 1.334, 1.258)  -0.0244
H (-7.092, 0.401, 1.932)  0.4653
H (-7.076, -0.907, -0.677)  0.5527
H (-4.790, -0.724, -1.832)  0.2236
H (-0.431, -0.283, -3.340)  0.3001
H (0.123, 1.769, -3.424)  0.3471
C (2.339, -0.796, -0.188)  0.1204
C (2.499, -2.273, 0.073)  -0.4091
C (3.135, -2.973, -0.931)  -0.6905
C (3.080, -4.471, -0.758)  -0.8967
N (2.536, -4.949, 0.430)  -0.7254
C (1.870, -4.308, 1.233)  -0.8544
C (1.800, -2.869, 1.105)  0.3477
H (1.369, -1.991, 1.868)  0.1822
H (1.443, -4.655, 1.927)  0.9014
H (3.607, -5.119, -1.032)  0.6302
H (3.615, -2.646, -1.732)  0.7089
H (3.113, -0.380, -0.901)  0.8031
C (2.633, 0.100, 1.088)  0.1596
O (2.405, -0.128, 2.318)  -0.6934
N (2.560, 1.414, 0.574)  0.1591
H (2.641, 1.545, -0.412)  0.3677
C (2.537, 2.640, 1.386)  0.1338
H (2.813, 2.096, 2.455)  0.3106
C (3.898, 3.407, 1.218)  -1.6114
H (4.087, 4.029, 2.071)  0.4161
C (3.397, 4.410, -0.157)  -1.6733
C (1.699, 4.407, 0.046)  -0.8077
H (1.475, 5.403, 0.061)  0.6699
C (1.448, 3.513, 1.142)  -0.5723
H (1.429, 4.148, 1.974)  0.4577
H (0.591, 2.810, 1.084)  0.0874
H (1.527, 3.867, -0.807)  0.0830
H (3.755, 3.925, -0.756)  0.7673
H (3.768, 5.260, -0.111)  0.7017
H (4.663, 2.977, 1.061)  0.9393
H (-0.032, 0.262, 1.293)  -0.6500
H (-1.966, -0.871, 2.428)  -0.1087
H (-4.221, -3.153, 0.125)  0.2646
H (-3.298, -3.770, 1.631)  0.3924
H (-4.053, -2.171, 1.658)  0.5243

Computed, not measured: a 4-piece molecular cluster, C51H44O8 overall, with ωB97M-V with the def2-TZVPD basis set.

Calculated values
Net charge: 0
SMILES string: O=C1c2ccccc2C(=O)c2ccccc21.O=C1c2ccccc2C(=O)c2ccccc21.O=C1c2ccccc2C(=O)c2ccccc21.CCCC[C@@H](C)OCCOC

Last column: Mulliken charge in e.
Element x y z (Å)
O (-2.491, -0.872, 3.687)  -0.7132
C (-2.606, 0.130, 3.011)  0.5468
C (-3.623, 0.215, 1.925)  0.3119
C (-4.472, -0.865, 1.713)  -0.8852
C (-5.424, -0.808, 0.710)  -0.3461
C (-5.533, 0.328, -0.084)  0.2236
C (-4.689, 1.405, 0.120)  -1.0204
C (-3.730, 1.354, 1.125)  0.2909
C (-2.823, 2.523, 1.318)  0.4344
O (-2.904, 3.502, 0.607)  -0.6731
C (-1.816, 2.441, 2.414)  0.1967
C (-0.959, 3.515, 2.620)  -0.6773
C (-0.012, 3.459, 3.628)  -0.6102
C (0.082, 2.334, 4.438)  -0.5842
C (-0.771, 1.263, 4.240)  -0.5443
C (-1.721, 1.309, 3.226)  0.5284
H (-4.368, -1.740, 2.340)  0.4940
H (-6.076, -1.655, 0.536)  0.3926
H (-6.275, 0.368, -0.872)  0.3096
H (-4.751, 2.295, -0.492)  0.4821
H (-1.048, 4.381, 1.978)  0.4946
H (0.659, 4.294, 3.784)  0.4214
H (0.827, 2.290, 5.221)  0.4451
H (-0.713, 0.378, 4.859)  0.5128
O (2.059, 0.025, 2.586)  -0.6530
C (2.632, -1.026, 2.785)  0.5062
C (1.900, -2.226, 3.281)  -0.1090
C (0.531, -2.135, 3.494)  -0.3135
C (-0.174, -3.228, 3.965)  -0.4618
C (0.487, -4.424, 4.222)  -0.6039
C (1.852, -4.524, 4.009)  -0.6688
C (2.565, -3.426, 3.539)  0.4707
C (4.034, -3.557, 3.323)  0.6558
O (4.617, -4.592, 3.564)  -0.6752
C (4.762, -2.364, 2.798)  0.1552
C (6.130, -2.461, 2.565)  -0.6556
C (6.827, -1.369, 2.077)  -0.7109
C (6.163, -0.174, 1.824)  -0.1078
C (4.803, -0.071, 2.058)  -0.6712
C (4.097, -1.165, 2.543)  0.0490
H (0.026, -1.202, 3.287)  0.4596
H (-1.240, -3.135, 4.130)  0.5198
H (-0.065, -5.279, 4.589)  0.3916
H (2.386, -5.444, 4.203)  0.4812
H (6.625, -3.399, 2.772)  0.4833
H (7.891, -1.445, 1.893)  0.4270
H (6.717, 0.677, 1.448)  0.4733
H (4.267, 0.850, 1.872)  0.5439
O (8.797, 6.538, -3.081)  -0.6613
C (8.833, 5.694, -2.212)  0.5983
C (10.104, 5.372, -1.499)  0.1226
C (11.256, 6.073, -1.833)  -0.5452
C (12.447, 5.796, -1.183)  -0.4723
C (12.493, 4.817, -0.197)  -0.4963
C (11.349, 4.113, 0.139)  -0.5004
C (10.151, 4.388, -0.510)  0.0818
C (8.934, 3.614, -0.134)  0.5392
O (8.977, 2.736, 0.702)  -0.6828
C (7.659, 3.958, -0.826)  0.0748
C (6.504, 3.273, -0.472)  -0.3752
C (5.304, 3.562, -1.098)  -0.5670
C (5.254, 4.544, -2.081)  -0.5000
C (6.402, 5.233, -2.438)  -0.7077
C (7.609, 4.943, -1.812)  0.5293
H (11.198, 6.830, -2.603)  0.4764
H (13.343, 6.343, -1.444)  0.4005
H (13.425, 4.603, 0.310)  0.3983
H (11.363, 3.346, 0.901)  0.4776
H (6.569, 2.516, 0.296)  0.4448
H (4.406, 3.025, -0.821)  0.4596
H (4.316, 4.772, -2.570)  0.3951
H (6.384, 5.999, -3.201)  0.4843
C (-4.451, -1.893, -2.669)  -0.7130
C (-4.692, -3.307, -3.203)  -0.4748
C (-5.693, -3.383, -4.371)  -0.7829
C (-6.769, -4.446, -4.176)  -1.0768
C (-7.866, -4.084, -3.161)  0.9243
C (-8.399, -5.308, -2.420)  -1.7241
O (-7.363, -3.137, -2.207)  -0.2138
C (-8.270, -2.123, -1.840)  -0.5152
C (-8.308, -0.946, -2.804)  -0.4773
O (-8.955, -1.177, -4.039)  -0.3788
C (-10.357, -1.288, -3.937)  -0.7141
H (-4.242, -1.903, -1.599)  0.1354
H (-3.615, -1.393, -3.160)  0.4535
H (-5.339, -1.276, -2.815)  -0.0596
H (-5.060, -3.931, -2.388)  0.2521
H (-3.742, -3.746, -3.517)  0.5034
H (-5.169, -3.601, -5.304)  0.4544
H (-6.170, -2.410, -4.518)  0.2833
H (-7.266, -4.641, -5.130)  0.4232
H (-6.291, -5.386, -3.883)  0.4356
H (-8.684, -3.606, -3.704)  0.0349
H (-7.767, -5.502, -1.553)  0.3254
H (-9.424, -5.168, -2.073)  0.3724
H (-8.384, -6.193, -3.059)  0.4540
H (-9.272, -2.540, -1.681)  0.3507
H (-7.930, -1.740, -0.874)  0.2916
H (-8.772, -0.089, -2.293)  0.5075
H (-7.281, -0.677, -3.058)  0.0613
H (-10.668, -2.208, -3.430)  0.2953
H (-10.781, -0.434, -3.395)  0.3222
H (-10.753, -1.299, -4.950)  0.2587

Calculated HOMO-LUMO gap (hartree), listed in the same order as above: 0.33244, 0.35570, 0.17157, 0.35595, 0.28412, 0.30909
Calculated calculated total energy (Ha), listed in the same order as above: -1247.6707, -429.8362, -1822.5224, -324.5810, -1938.0971, -2571.7858